{"formula": "C25H33BF4NO2SeTeTi", "method": "ωB97M-V/def2-TZVPD", "e_lumo_ev": [2.172, 2.239], "homo_lumo_gap_ha": [0.186, 0.189], "total_charge": -1, "multiplicity": 1, "homo_energy_ev": [-2.900, -2.901], "species": ["Ti", "C", "C", "O", "C", "C", "H", "H", "H", "H", "H", "H", "H", "H", "H", "H", "C", "C", "O", "C", "C", "C", "C", "C", "C", "H", "H", "H", "H", "H", "H", "H", "H", "C", "Te", "C", "H", "H", "H", "H", "H", "H", "C", "C", "C", "C", "C", "C", "H", "H", "H", "H", "H", "Se", "C", "C", "C", "N", "C", "C", "H", "H", "H", "H", "F", "B", "F", "F", "F"], "coordinates": [[-0.089, 0.921, 0.286], [-0.084, -0.148, 4.138], [1.264, -0.795, 3.909], [1.369, -1.167, 2.548], [2.606, -1.807, 2.284], [2.663, -2.206, 0.824], [-0.165, 0.214, 5.166], [-0.886, -0.863, 3.940], [-0.200, 0.698, 3.460], [1.376, -1.689, 4.538], [2.072, -0.099, 4.162], [2.701, -2.683, 2.938], [3.424, -1.114, 2.515], [2.060, -3.097, 0.636], [3.694, -2.407, 0.526], [2.280, -1.389, 0.215], [-3.250, -0.323, 1.780], [-2.115, -1.065, 1.143], [-0.990, -0.421, 0.952], [-2.242, -2.411, 0.686], [-3.493, -3.060, 0.628], [-3.603, -4.343, 0.108], [-2.484, -5.030, -0.351], [-1.238, -4.411, -0.276], [-1.112, -3.134, 0.240], [-2.880, 0.602, 2.217], [-3.722, -0.924, 2.565], [-4.024, -0.052, 1.051], [-4.382, -2.538, 0.964], [-4.579, -4.814, 0.051], [-2.586, -6.031, -0.755], [-0.353, -4.937, -0.621], [-0.144, -2.659, 0.327], [-3.501, -1.262, -3.372], [-2.669, 0.084, -1.944], [-1.928, 1.438, -3.416], [-4.282, -0.758, -3.939], [-3.935, -2.092, -2.812], [-2.732, -1.646, -4.044], [-1.506, 0.866, -4.242], [-1.135, 2.021, -2.951], [-2.715, 2.100, -3.770], [2.321, -0.207, -3.825], [1.448, -1.162, -3.313], [0.754, -0.915, -2.135], [0.877, 0.290, -1.431], [1.763, 1.231, -1.977], [2.485, 0.990, -3.144], [2.862, -0.398, -4.745], [1.305, -2.103, -3.834], [0.097, -1.689, -1.758], [1.903, 2.191, -1.496], [3.177, 1.739, -3.514], [2.056, 1.530, 1.518], [2.576, 3.270, 0.913], [3.872, 3.481, 0.447], [4.250, 4.750, 0.033], [3.442, 5.811, 0.040], [2.205, 5.603, 0.498], [1.735, 4.379, 0.953], [4.569, 2.653, 0.398], [5.259, 4.927, -0.330], [1.549, 6.469, 0.504], [0.730, 4.300, 1.338], [-1.125, 2.521, 1.740], [-1.588, 3.109, 0.531], [-1.833, 4.449, 0.626], [-2.678, 2.377, 0.093], [-0.498, 2.834, -0.430]]}

{"formula": "C6H9N", "method": "ωB97M-V/def2-TZVPD", "relative_energy_kcal_mol": 67.2, "e_lumo_ev": 1.053, "homo_lumo_gap_ha": 0.383, "multiplicity": 1, "homo_energy_ev": -9.378, "smiles": "CC#CC[C@H]1CN1", "species": ["C", "C", "C", "C", "C", "C", "N", "H", "H", "H", "H", "H", "H", "H", "H", "H"], "coordinates": [[2.780, 0.617, 2.083], [1.755, 0.143, 1.150], [0.916, -0.264, 0.385], [-0.019, -0.793, -0.617], [-1.460, -0.324, -0.469], [-1.972, 0.558, -1.538], [-2.376, -0.845, -1.484], [2.681, 1.691, 2.272], [3.787, 0.440, 1.687], [2.703, 0.095, 3.043], [0.033, -1.887, -0.638], [0.322, -0.449, -1.600], [-1.824, -0.197, 0.552], [-1.297, 0.775, -2.362], [-2.695, 1.336, -1.313], [-3.335, -0.897, -1.150]]}

{"formula": "C14H22AlFNO6S", "method": "ωB97M-V/def2-TZVPD", "e_lumo_ev": 2.159, "homo_lumo_gap_ha": 0.286, "total_charge": -1, "multiplicity": 1, "homo_energy_ev": -5.619, "species": ["C", "C", "O", "Al", "N", "F", "O", "C", "C", "C", "C", "C", "S", "O", "O", "O", "C", "O", "C", "C", "C", "C", "C", "C", "H", "H", "H", "H", "H", "H", "H", "H", "H", "H", "H", "H", "H", "H", "H", "H", "H", "H", "H", "H", "H", "H"], "coordinates": [[1.494, -2.445, 2.334], [0.516, -2.757, 1.137], [0.940, -4.037, 0.619], [1.441, -3.637, -1.100], [1.470, -4.987, -2.429], [3.195, -3.134, -0.999], [0.156, -2.301, -1.225], [0.189, -1.617, 0.062], [-1.334, -1.259, 0.268], [-1.779, 0.133, -0.314], [-3.367, 0.257, -0.496], [-4.038, 1.218, 0.574], [-4.966, 2.611, -0.172], [-5.854, 3.255, 0.793], [-4.074, 3.622, -0.739], [-5.946, 2.008, -1.358], [1.228, -0.484, -0.223], [1.629, 0.278, 0.947], [2.342, 1.415, 0.600], [3.084, 1.558, -0.665], [3.801, 2.786, -1.035], [3.784, 3.918, -0.112], [3.094, 3.793, 1.169], [2.382, 2.553, 1.517], [1.090, -1.659, 3.033], [1.586, -3.405, 2.921], [2.530, -2.194, 1.979], [-0.451, -3.050, 1.657], [1.091, -4.536, -3.277], [2.464, -5.117, -2.668], [-1.589, -1.254, 1.369], [-1.984, -2.039, -0.222], [-1.483, 0.991, 0.348], [-1.315, 0.346, -1.319], [-3.537, 0.705, -1.519], [-3.860, -0.757, -0.516], [-4.809, 0.599, 1.118], [-3.321, 1.630, 1.328], [-5.478, 2.100, -2.213], [2.136, -0.930, -0.701], [0.793, 0.247, -0.967], [3.142, 0.731, -1.418], [4.320, 2.828, -2.027], [4.308, 4.849, -0.426], [3.107, 4.662, 1.866], [1.873, 2.508, 2.504]]}

{"formula": "C30H33BrCaIN2OP", "method": "ωB97M-V/def2-TZVPD", "relative_energy_kcal_mol": 9.7, "e_lumo_ev": -0.715, "homo_lumo_gap_ha": 0.251, "multiplicity": 1, "homo_energy_ev": -7.533, "species": ["Ca", "Br", "C", "C", "C", "C", "O", "C", "C", "N", "C", "C", "C", "C", "C", "C", "C", "C", "N", "C", "C", "H", "H", "H", "H", "H", "H", "H", "H", "H", "H", "I", "C", "C", "C", "C", "P", "C", "C", "C", "C", "C", "C", "C", "C", "C", "C", "H", "H", "H", "H", "H", "H", "H", "H", "H", "H", "H", "H", "H", "H", "H", "H", "H", "H", "H", "H", "H", "H", "H"], "coordinates": [[0.535, -0.674, -0.938], [-2.050, -4.243, -6.968], [-1.805, -3.414, -5.280], [-2.800, -2.559, -4.781], [-2.640, -1.955, -3.564], [-1.473, -2.145, -2.773], [-1.353, -1.528, -1.649], [-0.483, -3.036, -3.293], [0.698, -3.429, -2.581], [1.109, -2.966, -1.445], [2.191, -3.585, -0.797], [2.672, -4.843, -1.076], [3.763, -5.389, -0.372], [4.362, -4.697, 0.636], [3.868, -3.422, 0.994], [4.422, -2.676, 2.058], [3.891, -1.463, 2.381], [2.798, -0.995, 1.629], [2.255, -1.651, 0.631], [2.777, -2.865, 0.290], [-0.680, -3.651, -4.549], [-3.692, -2.382, -5.367], [-3.396, -1.288, -3.170], [1.273, -4.210, -3.083], [2.203, -5.448, -1.838], [4.114, -6.378, -0.638], [5.199, -5.111, 1.184], [5.263, -3.085, 2.605], [4.286, -0.862, 3.187], [2.361, -0.036, 1.868], [0.083, -4.320, -4.930], [1.817, 0.587, -3.266], [-0.612, 3.448, 3.218], [0.086, 2.255, 2.563], [1.521, 2.703, 2.240], [0.116, 1.080, 3.546], [-0.616, 1.668, 0.919], [-0.719, 3.226, -0.033], [0.221, 3.405, -1.046], [0.237, 4.564, -1.812], [-0.693, 5.562, -1.572], [-1.637, 5.399, -0.564], [-1.648, 4.244, 0.199], [-2.381, 1.035, 1.113], [-3.051, 1.167, -0.260], [-2.270, -0.464, 1.445], [-3.267, 1.695, 2.172], [-0.066, 3.712, 4.129], [-1.640, 3.239, 3.502], [-0.598, 4.322, 2.567], [2.033, 2.972, 3.168], [1.519, 3.579, 1.590], [2.104, 1.930, 1.740], [0.722, 1.346, 4.416], [0.542, 0.179, 3.100], [-0.883, 0.833, 3.906], [0.941, 2.626, -1.267], [0.968, 4.667, -2.603], [-0.690, 6.464, -2.170], [-2.367, 6.176, -0.374], [-2.390, 4.143, 0.980], [-2.432, 0.751, -1.058], [-3.280, 2.204, -0.501], [-3.986, 0.599, -0.251], [-1.883, -1.034, 0.598], [-3.270, -0.860, 1.645], [-1.660, -0.656, 2.329], [-3.378, 2.768, 2.025], [-2.896, 1.519, 3.182], [-4.265, 1.253, 2.112]]}

{"formula": "C4H8O2", "method": "ωB97M-V/def2-TZVPD", "relative_energy_kcal_mol": 108.6, "e_lumo_ev": 0.809, "homo_lumo_gap_ha": 0.280, "multiplicity": 1, "homo_energy_ev": -6.805, "species": ["C", "C", "O", "C", "C", "O", "H", "H", "H", "H", "H", "H", "H", "H"], "coordinates": [[-1.972, -0.310, 0.541], [-0.556, 0.073, 0.316], [-0.199, 1.069, -0.361], [1.265, 0.967, -0.641], [1.667, 0.084, 0.531], [0.414, -0.660, 0.793], [-2.151, -1.304, 0.121], [-2.627, 0.417, 0.059], [-2.180, -0.353, 1.614], [-0.090, -1.190, -2.177], [0.447, -0.677, -2.029], [1.625, 1.994, -0.551], [1.933, 0.556, 1.497], [2.423, -0.667, 0.288]]}